[1]
52
Properties=species:S:1:pos:R:3:forces:R:3 method="wB97M-V/def2-TZVPD" gap_ev=6.53 relative_energy_ev=0.9742 mol_weight_g_mol=743.98 charge=-1
Sn -0.75188 -0.74449 1.34850 0.02 -0.01 -0.10
C -3.73789 0.94034 -0.59487 0.02 0.07 0.02
N -3.15420 -0.27916 -1.14173 -0.03 0.03 -0.08
C -3.62297 -1.55077 -0.93811 0.00 0.01 0.05
C -2.81924 -2.38499 -1.64909 0.07 -0.03 0.07
N -1.86263 -1.63589 -2.26824 0.04 0.04 0.02
B -0.76132 -2.22120 -3.26560 -0.03 -0.06 -0.03
N 0.63280 -1.97761 -2.67197 0.00 -0.05 0.08
C 1.60502 -1.16661 -3.22512 -0.02 0.04 0.00
C 2.70152 -1.22648 -2.44647 0.02 -0.02 0.00
N 2.39968 -2.07998 -1.40190 0.04 -0.04 -0.03
C 3.28377 -2.44974 -0.31939 -0.03 0.05 0.01
C 1.13587 -2.55998 -1.55094 0.00 -0.01 -0.04
S 0.40281 -3.68838 -0.53110 0.00 -0.03 -0.01
C -2.06714 -0.36398 -1.93489 -0.04 0.00 -0.08
S -1.19659 1.01874 -2.55986 0.00 0.01 0.01
H -4.80680 0.77916 -0.47574 0.00 -0.01 0.01
H -3.57257 1.75224 -1.30022 -0.01 -0.01 -0.02
H -3.28633 1.19380 0.36578 0.01 -0.05 0.01
H -4.45387 -1.74763 -0.28527 -0.01 0.00 -0.01
H -2.81247 -3.45596 -1.73303 0.00 -0.01 -0.01
H -0.85474 -1.62286 -4.31315 0.03 0.03 0.02
H -1.01193 -3.39447 -3.36274 -0.02 0.02 -0.03
H 1.41416 -0.59686 -4.11641 0.00 0.00 0.00
H 3.64447 -0.71606 -2.51014 0.00 0.00 -0.01
H 4.24972 -1.97911 -0.49415 0.00 0.00 0.00
H 3.39415 -3.53292 -0.28327 -0.01 0.00 0.01
H 2.87355 -2.10325 0.62980 0.02 -0.01 -0.01
Cl -1.12615 1.89785 7.69904 0.00 0.00 0.00
C -1.36984 1.62945 6.00610 0.00 0.00 0.00
C -2.09430 2.53701 5.25281 0.00 0.01 0.00
Cl -2.77033 3.95076 5.98906 0.00 0.00 0.00
C -2.28154 2.30554 3.88548 0.01 -0.02 0.02
Cl -3.18941 3.41045 2.90611 -0.01 0.01 -0.01
C -1.75489 1.18051 3.26889 -0.01 0.01 -0.03
O -1.92060 0.91980 1.98399 0.00 0.01 0.04
C -1.01464 0.24450 4.04202 0.00 -0.04 -0.01
O -0.54440 -0.83063 3.43262 0.01 0.02 0.00
C -0.83357 0.48771 5.39704 -0.01 0.00 0.00
Cl 0.06898 -0.66788 6.31328 0.00 0.00 0.00
S 1.55298 0.43637 1.49389 -0.02 0.12 0.13
C 2.12650 1.12743 -0.01163 0.02 -0.11 -0.04
C 3.52224 1.18337 -0.18532 -0.01 0.00 -0.01
C 4.10281 1.75967 -1.29578 0.00 0.01 0.00
C 3.30946 2.31278 -2.29775 0.00 -0.01 0.01
C 1.93816 2.28975 -2.14392 0.00 0.00 -0.01
C 1.34590 1.69622 -1.02865 -0.05 0.01 -0.02
S -0.41434 1.85815 -0.83054 -0.01 0.03 0.05
H 4.14219 0.75997 0.59485 0.00 -0.01 0.00
H 5.18291 1.78121 -1.38152 0.00 0.01 0.00
H 3.75412 2.77286 -3.17045 0.00 0.00 0.00
H 1.30284 2.75127 -2.89030 -0.01 -0.01 0.00

=====

[2]
49
Properties=species:S:1:pos:R:3:forces:R:3 method="wB97M-V/def2-TZVPD" gap_ev="8.76 / 6.52" relative_energy_ev=0.6370 mol_weight_g_mol=489.94 charge=+3 spin_multiplicity=5
Pd -0.81321 0.37340 -0.57759 -1.80 0.26 -2.48
C 0.20189 1.71120 -3.01079 -0.07 0.38 -0.34
C -1.28691 2.05200 -3.15019 0.60 0.01 -0.20
N -2.03081 1.71990 -1.91779 0.20 0.31 0.57
C -3.28511 0.98560 -2.15609 -0.28 -0.32 -0.25
C -3.00391 -0.42140 -2.69629 -0.32 0.47 0.02
N -1.97031 -1.08090 -1.88329 0.05 -0.03 0.83
C -0.90761 -1.76120 -2.63909 0.43 -0.11 -0.48
C -0.03361 -0.75820 -3.41699 -0.25 -0.42 0.10
N 0.40469 0.33630 -2.53329 0.12 -0.10 0.95
H 0.66629 2.38550 -2.27989 -0.05 -0.14 -0.14
H 0.70039 1.87330 -3.97669 -0.09 0.01 0.15
H -1.72621 1.50470 -3.98329 0.00 0.08 0.00
H -1.37231 3.11670 -3.38369 -0.07 -0.13 0.00
H -2.23941 2.58530 -1.41889 0.00 -0.22 -0.14
H -3.93371 1.52670 -2.85579 0.04 -0.06 0.11
H -3.81431 0.89370 -1.20529 0.02 0.07 -0.03
H -2.67281 -0.37620 -3.73289 0.00 -0.04 0.04
H -3.93931 -0.98780 -2.69349 0.14 -0.01 0.00
H -2.39401 -1.74540 -1.23339 0.07 0.12 -0.26
H -1.33021 -2.49100 -3.34309 0.07 0.07 0.14
H -0.28461 -2.30280 -1.91749 -0.15 0.07 -0.13
H -0.57511 -0.34170 -4.26969 0.09 -0.05 0.08
H 0.82929 -1.29840 -3.81999 -0.15 0.12 0.00
H 1.38189 0.21360 -2.25979 -0.34 0.06 -0.17
N 5.43719 -1.92680 4.63641 -0.35 0.12 -0.27
C 4.42379 -1.63230 3.83221 0.08 -0.05 0.14
C 3.08239 -1.91700 4.22551 -0.47 -0.07 0.02
C 2.03389 -1.54920 3.41861 0.07 -0.29 0.37
C 2.27999 -0.89070 2.21051 0.00 0.07 0.22
C 3.58249 -0.65440 1.77151 0.09 0.12 -0.26
C 4.64539 -1.02040 2.56351 0.09 0.13 -0.37
S 0.86299 -0.26940 1.32421 -0.78 0.71 0.59
O 1.21449 0.80520 0.40901 1.13 0.15 0.76
O 0.12129 -1.31270 0.63291 0.55 -0.67 0.65
N -0.00211 0.33080 2.57931 1.28 -0.55 0.05
C -1.15161 0.89530 2.48041 -0.47 0.28 0.69
S -1.91731 1.59300 3.96081 0.01 -0.18 -0.75
C -3.24301 2.02720 3.01571 0.30 -0.01 0.63
C -3.07931 1.65330 1.68731 0.41 -0.32 -0.54
N -1.92971 1.04120 1.38841 -0.32 0.01 -0.53
H 5.28419 -2.35040 5.54591 0.01 -0.03 0.00
H 6.39809 -1.71720 4.38851 0.04 -0.01 -0.04
H 2.90329 -2.41190 5.16981 -0.07 -0.03 0.05
H 1.01359 -1.74960 3.70731 0.00 -0.05 0.21
H 3.73729 -0.17500 0.81621 0.18 0.10 -0.01
H 5.65989 -0.84280 2.23771 0.07 0.08 -0.08
H -4.09911 2.53470 3.42471 -0.14 0.07 0.10
H -3.82891 1.82600 0.92831 0.02 0.02 -0.01

=====

[3]
8
Properties=species:S:1:pos:R:3:forces:R:3 method="wB97M-V/def2-TZVPD" gap_ev=11.49 relative_energy_ev=0.5028 mol_weight_g_mol=138.95 charge=0 smiles="O=COCBr"
O -1.85767 -0.34317 0.06004 -0.15 -0.33 0.02
C -1.21939 0.66303 0.02102 -0.41 0.41 -0.03
O 0.10677 0.73671 -0.02460 0.51 0.31 -0.02
C 0.79674 -0.49459 -0.02006 -0.10 -0.58 0.02
Br 2.67282 -0.09322 0.00058 0.03 -0.04 0.00
H -1.62734 1.68460 0.01096 -0.02 -0.14 0.02
H 0.55412 -1.07883 0.87304 0.08 0.19 -0.22
H 0.57395 -1.07453 -0.92098 0.07 0.19 0.21

=====

[4]
7
Properties=species:S:1:pos:R:3:forces:R:3 method="wB97M-V/def2-TZVPD" gap_ev=10.52 relative_energy_ev=0.7407 mol_weight_g_mol=83.00 charge=0 smiles="NP=O.F"
N 0.36813 1.05150 -0.29078 -0.22 -0.23 -0.15
P -1.20543 0.57250 -0.05357 0.68 -0.07 -0.86
O -1.69814 1.31608 1.10163 -0.57 0.45 0.89
H 0.95678 0.62447 -0.98584 0.03 -0.03 -0.10
H 0.81091 1.74733 0.28825 0.03 0.04 0.13
F -0.77210 -2.17262 0.61986 -0.48 -0.32 0.21
H -1.64634 -2.42032 0.84292 0.53 0.15 -0.13

=====

[5]
30
Properties=species:S:1:pos:R:3:forces:R:3 method="wB97M-V/def2-TZVPD" gap_ev=10.00 relative_energy_ev=0.2875 mol_weight_g_mol=223.04 charge=0 smiles="COB(O)[C@H]1COC(=O)C1.c1ccncc1"
C 4.51820 -0.32783 0.77940 0.07 0.13 -0.17
O 3.22170 0.18046 0.50334 -0.14 -0.25 0.39
B 2.76181 1.34224 1.04340 0.26 0.17 -0.33
O 3.60740 2.33889 1.49985 -0.43 0.03 0.45
C 1.19778 1.52036 1.12213 0.00 -0.19 -0.40
C 0.42555 0.70445 0.06974 -0.39 0.37 -0.03
O 0.14128 -0.57478 0.65980 0.22 -0.10 -0.07
C 0.33185 -0.55432 1.99174 -0.15 0.06 0.03
O 0.16268 -1.51686 2.68145 0.00 -0.05 0.02
C 0.74656 0.83444 2.42649 0.32 0.20 0.09
H 4.50871 -0.85883 1.73114 0.03 0.00 0.04
H 4.78170 -1.03050 -0.00553 -0.02 -0.03 -0.05
H 5.26563 0.46717 0.80197 0.00 0.01 0.01
H 4.21481 2.12979 2.21121 0.28 -0.08 -0.20
H 0.90064 2.56605 1.07335 0.03 0.03 0.12
H 0.95951 0.54830 -0.86397 0.17 -0.18 0.09
H -0.53187 1.16737 -0.17587 -0.05 -0.02 0.04
H 1.53010 0.74925 3.18112 -0.05 -0.03 0.04
H -0.09165 1.33565 2.91014 -0.13 -0.06 -0.07
C -3.96502 -1.81153 -2.89206 0.00 0.00 0.00
C -4.38259 -0.49109 -2.94632 0.00 -0.01 0.00
C -3.82330 0.41493 -2.05801 0.01 0.00 0.01
N -2.90614 0.08696 -1.15041 0.03 0.01 -0.01
C -2.51412 -1.18674 -1.10574 -0.03 0.02 0.02
C -3.01088 -2.16706 -1.95336 -0.01 0.00 -0.01
H -4.37667 -2.54893 -3.56929 0.00 0.00 0.00
H -5.12601 -0.16556 -3.66126 0.00 0.01 0.00
H -4.12589 1.45651 -2.07449 -0.01 0.00 -0.01
H -1.76862 -1.42428 -0.35698 0.00 -0.05 -0.03
H -2.65314 -3.18447 -1.87300 0.00 0.00 0.01